(1)
{"formula": "C33H29FN6O3", "method": "ωB97M-V with the def2-TZVPD basis set", "species": ["C", "C", "H", "C", "C", "N", "C", "H", "H", "H", "H", "H", "C", "H", "C", "C", "H", "N", "C", "H", "C", "H", "H", "C", "H", "N", "C", "H", "H", "F", "H", "C", "H", "H", "C", "H", "C", "H", "H", "H", "C", "C", "C", "O", "O", "C", "C", "C", "H", "O", "H", "C", "C", "H", "H", "C", "H", "H", "C", "C", "C", "C", "C", "N", "C", "N", "N", "H", "C", "H", "C", "C"], "xyz": [[1.412, -4.573, 4.992], [-1.456, 0.733, 1.650], [2.794, 0.217, -3.235], [-0.231, -0.809, -0.808], [0.578, 1.258, -3.597], [-0.697, -0.118, -1.953], [-1.865, 0.573, -1.990], [-0.423, -3.312, 5.089], [-1.419, 3.622, -4.331], [1.653, 0.211, -0.687], [1.124, -5.072, 4.078], [-1.966, -2.062, -0.712], [1.822, -3.465, -2.922], [-0.208, -2.829, -3.039], [-3.026, 5.140, -1.778], [0.215, 1.006, 3.413], [1.613, 3.967, -2.197], [0.706, 2.134, -2.586], [2.515, -0.820, -3.142], [1.062, 3.701, -3.879], [1.403, -1.158, 0.923], [1.138, 1.427, 3.774], [-3.139, -0.562, 2.063], [-0.539, 0.138, 4.165], [-2.294, -1.082, 4.323], [-1.560, 1.216, 0.382], [-0.256, 1.310, 2.136], [-0.207, -0.132, 5.156], [0.222, -3.421, 3.025], [1.471, -4.764, -2.802], [-2.126, 5.691, 0.085], [3.499, -1.790, -3.047], [2.344, -0.906, 1.380], [-0.624, -0.427, -4.004], [-0.512, 4.191, -2.479], [-3.146, 1.797, -0.836], [1.825, -2.338, 3.662], [4.538, -1.501, -3.060], [3.913, -3.896, -2.841], [-3.158, 0.101, -0.301], [3.162, -3.126, -2.926], [-0.636, -2.431, 0.918], [0.508, -3.547, 5.584], [0.861, 1.501, -4.751], [2.634, -1.453, 3.485], [-1.573, 4.089, -3.369], [0.814, 3.564, -2.824], [0.568, -2.090, 1.534], [-4.004, 5.508, -1.503], [-2.365, 0.959, -3.023], [0.365, 1.916, -1.654], [0.073, -0.148, -3.200], [-1.735, -0.414, 3.683], [-3.645, 4.476, -3.717], [0.446, -3.474, 6.659], [1.799, -3.118, 4.934], [1.976, -5.207, 5.659], [-1.271, -3.187, 1.358], [-2.825, 4.563, -3.021], [1.173, -1.175, -3.134], [1.007, -0.527, -0.239], [-1.029, -1.799, -0.243], [-2.519, 0.920, -0.639], [0.253, 2.087, 1.141], [-1.971, 5.244, -0.886], [0.874, -2.701, 2.747], [-0.515, 2.017, 0.134], [0.098, 4.833, -0.531], [-0.719, 4.767, -1.233], [2.595, -2.795, 5.593], [0.825, -2.518, -3.034], [-2.218, -0.132, 2.427]], "lumo_energy_ha": 0.0089, "energy_ha": -1929.07982, "smiles": "O=C(Nc1ccc(N(C(=O)Cn2nnc3ccccc32)[C@@H](C(=O)NCc2ccccc2)c2cccc(F)c2)cc1)C1CC1", "homo_ha": -0.3133, "relative_energy_ev": 0.054}


(2)
{"formula": "C33H29FeN9O2S2", "method": "ωB97M-V with the def2-TZVPD basis set", "species": ["H", "O", "H", "C", "C", "C", "C", "N", "N", "H", "C", "S", "H", "C", "C", "C", "H", "H", "C", "H", "C", "H", "O", "N", "H", "H", "H", "C", "C", "N", "C", "N", "C", "C", "C", "H", "C", "H", "C", "H", "S", "Fe", "H", "C", "H", "H", "H", "C", "C", "H", "C", "C", "H", "N", "C", "H", "N", "C", "C", "N", "C", "C", "N", "C", "H", "H", "C", "C", "H", "H", "H", "C", "H", "H", "H", "C"], "xyz": [[1.282, 0.298, -5.862], [2.706, 0.208, 4.058], [-2.055, -3.646, -0.390], [3.154, -1.824, 2.816], [-2.041, -5.389, -1.648], [0.249, 1.190, -4.200], [-2.017, -5.871, -2.949], [2.640, -2.021, 0.469], [-2.192, -1.736, -2.259], [-3.341, 0.067, 3.547], [-2.098, -4.024, -1.404], [-2.787, 0.621, -1.232], [0.227, 5.106, -0.280], [1.088, 0.262, -4.798], [4.472, -2.767, 5.075], [3.240, -1.026, 3.968], [4.987, -3.129, 5.955], [4.805, -4.574, 3.946], [2.586, 2.147, -0.709], [-2.020, -5.348, -5.030], [2.109, 4.443, -1.104], [-1.997, -6.076, -0.814], [1.792, -0.257, 1.652], [-0.726, 1.500, 1.233], [-0.648, 1.791, -2.341], [-2.950, -1.570, 3.145], [-1.657, -1.153, -2.882], [0.917, 4.286, -0.413], [0.619, 3.039, 0.116], [-3.925, -1.707, -0.740], [-0.592, 2.744, 0.923], [-1.748, 1.155, 2.060], [-3.229, 5.849, 2.134], [-2.119, -3.616, -3.780], [-1.915, -0.138, 2.127], [-4.123, -2.679, -0.911], [2.494, -1.350, 1.602], [0.017, 4.927, 2.380], [-2.156, -3.140, -2.475], [3.978, -0.870, 5.961], [-1.008, -1.354, 1.268], [0.480, 0.060, 0.192], [3.211, 1.265, -0.798], [1.426, -0.710, -2.648], [2.363, -1.440, -4.426], [-3.903, 6.635, 2.447], [-0.233, 1.969, -4.774], [-1.508, 3.824, 1.340], [2.120, -1.607, -1.720], [-4.750, 4.750, 1.092], [0.021, 1.103, -2.837], [-3.707, 4.788, 1.375], [2.825, -2.361, -2.057], [-2.906, -0.592, 2.922], [3.727, -3.105, 2.830], [3.645, -3.709, 1.937], [1.435, 1.990, -0.058], [-2.044, -4.980, -4.013], [-1.028, 4.891, 2.093], [0.586, 0.168, -2.071], [-2.854, 3.769, 0.986], [2.971, 3.365, -1.239], [1.924, -1.366, -0.484], [-1.891, 5.899, 2.496], [2.193, 0.369, 3.246], [2.367, 5.406, -1.525], [3.915, -1.507, 5.089], [1.689, -0.705, -4.009], [-1.519, 6.721, 3.092], [3.919, 3.458, -1.748], [-4.523, -1.174, -0.135], [4.375, -3.582, 3.945], [-3.225, 2.931, 0.410], [-1.967, -6.935, -3.133], [-2.160, -2.918, -4.608], [-2.992, -1.040, -1.423]], "charge": 1, "multiplicity": 6, "lumo_energy_ha": [-0.1254, -0.1580], "energy_ha": -3978.19551, "homo_ha": [-0.3801, -0.3796], "relative_energy_ev": 0.000, "s_squared": 8.763}


(3)
{"formula": "C33H30AsKN4O6PS2", "method": "ωB97M-V with the def2-TZVPD basis set", "species": ["C", "S", "H", "C", "K", "H", "C", "N", "C", "C", "C", "H", "H", "O", "S", "H", "C", "C", "H", "H", "H", "H", "C", "C", "H", "C", "C", "O", "H", "O", "C", "H", "N", "C", "C", "O", "C", "H", "H", "H", "N", "P", "O", "C", "C", "As", "C", "H", "H", "C", "C", "C", "C", "O", "C", "C", "C", "H", "C", "C", "H", "H", "C", "N", "H", "H", "H", "H", "H", "C", "C", "H", "H", "H", "C", "C", "H", "H"], "xyz": [[-2.177, 0.761, 6.976], [1.468, 2.143, -0.713], [-2.945, -0.733, -6.792], [-2.434, 0.031, -6.211], [0.222, 2.300, 2.863], [-5.599, -2.915, -0.157], [0.864, -1.924, -1.364], [0.336, -0.416, 3.818], [5.226, 1.929, -2.332], [-2.434, -2.610, -1.522], [0.772, -1.705, -3.784], [-2.363, 1.215, 7.945], [2.406, -2.773, -4.721], [0.983, 1.595, -1.984], [-3.154, 0.502, 3.196], [0.448, -1.565, -0.444], [1.882, -2.619, -3.821], [-4.071, 2.232, 5.846], [0.314, -1.271, -4.666], [-5.618, -0.440, -0.801], [2.227, -3.391, -0.518], [2.488, -2.786, 2.836], [3.821, 1.985, -2.211], [-3.618, -0.420, -1.419], [7.091, 2.256, -1.304], [-4.735, -1.052, -0.867], [-4.669, -2.421, -0.549], [1.173, 1.242, 0.443], [-1.536, -3.171, -1.751], [2.561, 2.561, 3.077], [6.016, 2.099, -1.198], [-3.472, -4.317, -0.721], [-1.099, 2.752, -3.394], [4.108, 1.966, 0.221], [-1.694, 2.265, -5.692], [1.211, 3.528, -0.449], [0.307, -1.323, -2.548], [0.568, -4.144, 3.765], [5.557, 1.803, -3.339], [-2.456, 1.689, -7.653], [-2.906, 1.243, 5.887], [-1.089, -0.283, -2.335], [5.344, 1.645, 2.775], [-0.642, -1.088, 4.454], [-2.591, 0.488, 4.764], [3.629, 1.669, 2.152], [-1.252, -0.121, 6.558], [-0.419, -0.638, 7.042], [-1.370, 3.269, -5.987], [-1.938, -0.437, -4.939], [-0.534, -2.546, 4.560], [1.429, -1.026, 3.344], [-1.561, 0.422, -3.972], [3.323, -0.087, 2.251], [1.891, -2.812, -1.422], [5.453, 2.224, 0.035], [2.445, -3.156, -2.656], [2.496, -0.427, 2.970], [-2.175, 1.319, -6.652], [3.222, 2.070, -0.926], [-3.636, 0.623, -1.763], [6.123, 2.510, 0.986], [0.514, -3.108, 3.820], [-1.548, -0.326, 5.211], [-4.914, 1.742, 6.283], [-4.279, 2.448, 4.756], [-1.129, 3.702, -3.696], [-1.262, -3.036, 5.120], [-3.817, 3.085, 6.445], [-1.503, 1.826, -4.329], [1.585, -2.338, 3.275], [3.157, 1.875, -3.058], [-0.473, 2.359, -2.680], [5.224, 1.888, 3.709], [-2.458, -1.186, -1.702], [-3.503, -3.202, -0.878], [-1.976, -1.513, -4.709], [3.165, -3.937, -2.755]], "charge": -1, "lumo_energy_ha": 0.0664, "energy_ha": -5919.41478, "homo_ha": -0.1570, "relative_energy_ev": 3.639}


(4)
{"formula": "C33H30BaNO2P2", "method": "ωB97M-V with the def2-TZVPD basis set", "species": ["C", "C", "C", "C", "C", "H", "C", "H", "H", "P", "C", "Ba", "H", "C", "H", "H", "H", "C", "C", "N", "H", "C", "C", "C", "C", "C", "H", "C", "H", "H", "H", "H", "C", "C", "C", "C", "H", "H", "H", "H", "C", "C", "O", "O", "C", "H", "C", "H", "H", "H", "H", "H", "H", "C", "H", "H", "C", "H", "P", "C", "C", "C", "H", "C", "H", "H", "C", "C", "C"], "xyz": [[-1.398, 2.108, 6.375], [-0.479, 1.299, 7.039], [2.725, -3.127, -0.544], [-2.343, 3.169, -0.497], [0.876, 1.564, -4.360], [1.315, 0.138, 6.950], [4.577, 0.651, 0.016], [4.963, -2.276, -2.930], [0.100, 2.091, 3.325], [0.137, 2.091, 0.182], [-1.524, -4.470, -3.159], [3.450, 0.819, 2.639], [4.748, -3.713, -0.931], [3.910, -3.115, -1.263], [-1.706, 1.449, -2.178], [-1.791, 3.672, -1.284], [3.059, -0.854, -3.631], [1.886, 1.937, -3.485], [0.440, 0.294, 0.602], [1.953, 0.485, 4.419], [-0.625, 1.077, 8.094], [-0.515, -0.708, -0.048], [-3.757, 1.911, 1.520], [-1.679, 2.272, 0.341], [-0.416, 1.399, -3.883], [-1.162, 2.374, 5.026], [-2.257, 2.525, 6.888], [-2.886, -4.343, -2.931], [0.478, 0.175, 1.697], [-0.673, -0.482, -1.102], [-1.169, -5.012, -4.027], [-1.907, 0.990, 2.051], [1.641, -2.348, -0.939], [4.031, -2.305, -2.379], [-0.695, 1.590, -2.537], [0.317, 1.948, -1.648], [0.450, -4.000, -2.485], [-4.387, -3.546, -1.619], [2.897, 2.071, -3.849], [-4.192, 4.118, -1.004], [-4.408, 2.789, 0.668], [-2.403, 1.652, 1.358], [4.675, -0.404, 0.666], [3.761, 1.570, 0.237], [1.776, -1.531, -2.062], [-1.492, -0.661, 0.428], [-1.039, -3.196, -1.165], [-2.772, -2.565, -0.059], [2.637, -3.742, 0.344], [-5.464, 2.990, 0.795], [1.092, 1.409, -5.409], [5.305, 0.815, -0.815], [-1.844, 3.018, 4.476], [-0.076, 1.841, 4.371], [-1.211, 1.110, -4.561], [-4.296, 1.432, 2.326], [1.608, 2.138, -2.142], [1.456, 0.126, 0.226], [0.106, -2.461, 0.071], [0.893, 0.994, 5.007], [-2.412, -3.091, -0.936], [-3.326, -3.649, -1.812], [2.400, 2.406, -1.456], [-3.694, 3.421, -0.341], [0.957, -0.904, -2.395], [-3.599, -4.782, -3.617], [0.621, 0.766, 6.403], [2.966, -1.507, -2.771], [-0.609, -3.901, -2.287]], "charge": -1, "lumo_energy_ha": 0.0742, "energy_ha": -2188.99862, "homo_ha": -0.0709, "relative_energy_ev": 0.324}